Computed, not measured: a gas-phase ion, C16H23N4OS (charge +1), with wB97M-V/def2-TZVPD.

Values from the calculation:
net charge: +1
spin multiplicity: 1
frontier orbital gap: 9.666 eV
LUMO level: -2.827 eV
calculated total energy: -1315.6534 Ha

Last column: Mulliken charge in e.
CARTESIAN COORDINATES (ANGSTROEM)
S 1.71899 2.45561 -1.49688  -0.101
O 3.99898 0.32129 -1.85233  -0.475
N -1.22206 2.49843 -0.45349  -0.743
N 0.74885 -0.10165 -1.58998  0.047
N -0.68380 1.30384 -0.86105  0.985
N -1.32957 0.11729 -0.89034  -0.667
C 3.64061 -2.41558 0.09614  -0.122
C -3.91766 2.15962 2.28107  -1.402
C 1.94038 -0.79576 -2.08630  -0.090
C 3.22237 -0.42373 -1.34293  -0.118
C 0.56510 1.18872 -1.29097  0.632
C 3.91331 -2.99020 1.33358  -0.730
C -1.15952 -2.78613 -0.15884  -1.078
C -0.79955 -2.17619 -1.52083  -0.532
C -2.53530 2.80285 -1.01721  -0.837
C 3.99025 -2.19348 2.47701  -0.466
C -3.79012 2.25781 -0.27242  -0.464
C -0.47099 -0.73650 -1.34223  0.321
C 3.54048 -0.23515 1.12205  -0.412
C 3.79109 -0.81757 2.36255  -0.607
C -3.56075 1.41450 0.99151  -0.302
C 3.46176 -1.03404 -0.01803  0.500
H 3.58260 -3.04855 -0.77903  0.467
H -4.37310 3.12161 0.02900  0.428
H -1.63624 -2.26071 -2.20240  0.364
H -3.87908 1.45061 3.10146  0.386
H -4.95089 2.48075 2.20917  0.369
H -4.39630 1.71360 -0.98788  0.343
H 4.08179 -4.04981 1.42761  0.412
H 1.29247 3.26910 -0.52038  0.196
H 3.84870 -0.21522 3.25532  0.403
H -1.17917 2.59473 0.55278  0.270
H 1.75972 -1.84854 -1.91326  0.120
H -2.59609 3.88395 -1.06948  0.398
H 3.41608 0.83566 1.06712  0.440
H -3.26249 3.00219 2.47591  0.313
H 4.19594 -2.64193 3.43290  0.422
H 2.07819 -0.63970 -3.14964  0.209
H -0.27637 -2.89587 0.46271  0.310
H 0.06495 -2.69845 -1.90708  0.292
H -4.23690 0.56568 0.94251  0.257
H -2.56698 0.98512 1.06164  0.286
H -2.54778 2.45941 -2.04418  0.325
H -1.63741 -3.75046 -0.27796  0.378
H -1.84448 -2.12716 0.36305  0.274

=====

Computed, not measured: a single C16H23N5OS molecule, with wB97M-V/def2-TZVPD.

Values from the calculation:
net charge: 0
spin multiplicity: 1
relative energy (zero: lowest compared OMol25 entry of this formula, charge and spin): 0.837 eV
structure (SMILES): CCCn1c(SCC(=O)N(CC)CC)nnc1-c1ccncc1
frontier orbital gap: 8.913 eV
LUMO level: 0.318 eV
calculated total energy: -1370.7085 Ha

Last column: Mulliken charge in e.
CARTESIAN COORDINATES (ANGSTROEM)
S 1.25636 -1.58633 0.57700  -0.153
O 4.78937 -1.00594 0.75295  -0.666
N -1.28905 -0.64742 0.31576  0.462
N -5.97289 1.62464 -0.05831  -0.619
N -1.21114 1.17969 1.52702  -0.901
N 3.63884 0.73157 -0.08545  0.168
N -0.00991 0.60290 1.59827  -0.281
C 1.68374 1.29697 -1.48701  -1.079
C -4.38615 -0.12774 0.27940  -0.192
C 2.47840 1.58630 -0.21191  -0.897
C -1.99017 0.44478 0.77385  0.454
C 3.75936 -0.35845 0.69943  0.867
C -0.05357 -0.48528 0.86976  0.311
C -1.98478 -3.00315 0.16762  0.076
C -2.43497 -4.09097 -0.79701  -1.391
C 2.57207 -0.78514 1.55391  -0.974
C -3.36631 0.80133 0.47942  0.755
C 4.81345 1.12559 -0.84921  -0.742
C 5.71983 2.05324 -0.04625  -1.100
C -5.66186 0.34307 0.01100  -0.500
C -1.66697 -1.70632 -0.58140  -1.566
C -5.01056 2.50707 0.15732  -0.385
C -3.70012 2.15661 0.42742  -0.507
H -2.65342 -5.00708 -0.25527  0.390
H -3.33170 -3.78550 -1.33234  0.322
H 1.40976 0.24592 -1.53540  0.166
H -2.52815 -1.37250 -1.16578  0.585
H 5.36221 0.21664 -1.10550  0.455
H -4.21282 -1.18845 0.35949  0.329
H -0.82822 -1.88282 -1.26342  0.449
H 0.77707 1.89666 -1.49298  0.358
H 2.82439 2.62417 -0.23055  0.291
H -2.93809 2.89835 0.60152  0.438
H 2.10144 0.03058 2.09837  0.537
H 6.07485 1.53790 0.84209  0.295
H -5.31013 3.54538 0.10612  0.377
H -6.48001 -0.34591 -0.15487  0.378
H 6.57690 2.34430 -0.64721  0.390
H -1.65420 -4.29978 -1.52416  0.341
H -2.76438 -2.81764 0.91050  0.350
H -1.08949 -3.32886 0.70007  0.372
H 5.18642 2.95121 0.25873  0.298
H 2.93653 -1.54473 2.24634  0.410
H 4.48140 1.61400 -1.76691  0.289
H 1.82426 1.47400 0.65322  0.591
H 2.26238 1.53713 -2.37565  0.449

=====

Computed, not measured: a single C16H23NO4 molecule, with wB97M-V/def2-TZVPD.

Values from the calculation:
net charge: 0
spin multiplicity: 1
relative energy (zero: lowest compared OMol25 entry of this formula, charge and spin): 0.232 eV
structure (SMILES): CCCCCOc1ccccc1C(=O)NCCCC(=O)O
frontier orbital gap: 9.173 eV
LUMO level: 0.499 eV
calculated total energy: -979.2433 Ha

Last column: Mulliken charge in e.
CARTESIAN COORDINATES (ANGSTROEM)
O -3.97310 0.26991 2.19911  -0.484
O -2.21724 1.54402 1.70645  -0.614
O 0.61241 -0.05883 1.22187  -0.299
O 0.72069 1.39288 -2.47829  -0.725
N -0.71358 1.17313 -0.75053  0.249
C 0.81897 -1.27575 1.90806  -0.917
C -1.88562 1.05077 -1.58204  -0.538
C -3.24275 1.01892 1.36318  0.633
C -0.15748 -2.64291 -0.63724  0.090
C 1.63054 1.45986 -0.28893  0.606
C 3.85937 1.66851 1.35817  -0.559
C 2.69942 2.27700 -0.63591  -0.575
C 1.68768 0.72396 0.90554  0.810
C -3.89222 1.11070 0.00682  -0.633
C 1.67710 -2.26856 1.11523  -0.696
C 1.31177 -2.32625 -0.37038  -0.399
C 2.81585 0.83291 1.71241  -0.933
C 0.51406 1.33923 -1.27639  0.409
C 3.80620 2.39603 0.18233  -0.779
C -0.43608 -2.71081 -2.13402  -1.444
C -3.06943 1.85719 -1.04388  -0.778
H -0.18421 -1.76351 -2.60590  0.287
H -3.55801 0.23525 3.07555  0.366
H -4.85026 1.61486 0.16059  0.366
H -0.42025 -3.59472 -0.16751  0.367
H 1.55734 -3.25324 1.57173  0.447
H -1.48647 -2.92421 -2.32183  0.354
H 0.15965 -3.49302 -2.59976  0.429
H 1.55266 -1.36990 -0.83897  0.020
H 1.25351 -1.10977 2.90239  0.341
H -4.11897 0.09522 -0.32528  0.301
H -3.73006 2.09946 -1.87745  0.419
H -2.69958 2.79196 -0.62005  0.285
H -1.59461 1.41319 -2.57285  0.414
H -0.83857 1.17550 0.25100  0.132
H 1.93524 -3.08742 -0.84559  0.525
H 4.72045 1.74334 2.00617  0.422
H -0.77988 -1.86226 -0.19760  -0.065
H 2.88024 0.26958 2.63096  0.348
H 4.62469 3.04105 -0.09795  0.387
H -0.18971 -1.67321 2.04644  0.446
H 2.72831 -1.98289 1.19864  0.354
H 2.64192 2.80851 -1.57390  0.471
H -2.17000 -0.00566 -1.68038  0.158

=====

Computed, not measured: a molecular structure, C16H23NOPtS4SbSi2, with wB97M-V/def2-TZVPD.

Values from the calculation:
net charge: -1
spin multiplicity: 5
frontier orbital gap (spin up / spin down): 4.461 / 4.836 eV
LUMO level (spin up / spin down): 2.452 / -0.119 eV
expectation value of S²: 6.049
calculated total energy: -3284.7490 Ha

Last column: Löwdin spin population.
CARTESIAN COORDINATES (ANGSTROEM)
Pt 0.05015 1.27451 0.13927  0.283
Sb 0.31858 2.25067 3.21472  0.246
S 1.17234 0.27715 1.92197  0.067
S -0.84071 0.91896 4.73229  0.350
S -1.12548 3.22637 1.52348  0.700
S 2.08466 3.63141 3.05661  1.067
Si -0.00129 -1.42604 2.67554  0.010
Si 0.39351 -0.75545 -0.87098  0.115
O 2.22493 3.89890 -1.41089  0.025
N -0.72695 2.42230 -1.34352  0.294
C 0.92531 -1.82743 4.24779  0.003
C -0.18064 3.57447 -1.79769  0.211
C 0.47487 -2.43058 -0.09081  0.006
C 0.97217 -3.40820 -0.95155  0.002
C -1.91266 -1.29869 2.70365  0.008
C 0.24027 -2.71142 1.26832  0.003
C -0.93399 -1.13346 -2.08579  0.018
C -1.87843 3.71857 -3.46685  0.241
C 0.12526 -4.02917 1.67720  0.001
C -0.65355 4.09286 -2.98348  0.027
C -2.50018 2.58090 -2.95532  0.075
C -1.95236 2.04291 -1.81537  0.095
C 0.98189 -4.74354 -0.50060  0.000
C 2.07419 -0.46197 -1.58989  0.057
C 0.91319 4.28244 -0.98152  0.031
C 0.58895 -5.07015 0.82877  0.000
H 0.53602 -2.73845 4.81945  0.000
H 1.21415 -5.52968 -1.24679  0.000
H 2.42885 0.47186 -2.07617  0.002
H 2.45874 2.98537 -1.49647  0.003
H 2.74855 -0.62348 -0.76448  0.000
H 0.80829 4.00891 0.15328  0.006
H -2.35700 -1.25066 3.70645  0.008
H -0.01530 4.80311 -3.45459  -0.003
H -0.72972 -1.98723 -2.77735  0.003
H -2.38237 -2.13423 2.14988  0.000
H 0.76385 5.32187 -1.23826  0.007
H -1.92139 -1.17484 -1.67025  0.000
H 0.67526 -6.11555 1.14477  0.000
H -0.31957 -4.23479 2.67882  0.000
H -2.31563 4.37367 -4.22485  0.018
H 0.92529 -1.05203 4.97305  0.002
H 1.22252 -3.17056 -1.96614  0.000
H 1.93405 -2.05895 3.97440  0.000
H -2.42828 1.16996 -1.27715  0.004
H -2.20655 -0.33793 2.12505  -0.001
H -1.00005 -0.33691 -2.82367  0.001
H -3.21084 1.98902 -3.54455  0.004
H 2.33711 -1.27476 -2.30979  0.010